(1)
36
Properties=species:S:1:pos:R:3:forces:R:3:nbo_charge:R:1 method="wB97M-V/def2-TZVPD" lumo_energy_ha=0.008 e_homo_ev=-9.1 total_charge=0 gap_ha=0.34338 smiles="O=C(Cc1ncc(C(F)(F)F)cc1Cl)NCCc1ccccn1"
O 2.1123 1.2948 -1.2966 0.412 0.277 -0.186 -0.62
C 1.0670 0.7110 -1.1323 -0.538 0.213 0.617 0.71
C -0.0856 1.3046 -0.2940 0.433 0.199 -0.285 -0.55
C -0.4785 0.3686 0.7917 0.068 0.093 0.578 0.22
N -1.2465 -0.6578 0.4426 -0.184 0.091 -0.344 -0.44
C -1.6227 -1.5474 1.3375 0.003 -0.176 0.471 0.08
C -1.2460 -1.4646 2.6729 0.144 0.124 -0.026 -0.19
C -1.7332 -2.4758 3.6697 -0.206 -0.181 0.158 0.98
F -2.9434 -2.1520 4.1631 -0.094 0.165 -0.048 -0.32
F -1.8624 -3.6992 3.1350 0.044 -0.050 -0.247 -0.32
F -0.9173 -2.5994 4.7249 0.235 0.157 0.046 -0.32
C -0.4329 -0.4098 3.0713 -0.163 -0.146 -0.254 -0.15
C -0.0374 0.5133 2.1171 -0.317 -0.343 -0.165 -0.08
Cl 0.9898 1.8123 2.5796 0.130 0.148 0.082 0.04
N 0.7806 -0.5111 -1.6132 -0.025 -0.556 -0.124 -0.63
C 1.5833 -1.1306 -2.6374 0.102 -0.056 -0.179 -0.21
C 1.0073 -0.8406 -4.0358 0.173 0.083 0.221 -0.44
C 0.9396 0.6456 -4.2370 0.145 -0.167 -0.253 0.22
C 1.9841 1.3505 -4.8250 -0.104 0.105 0.014 -0.24
C 1.8924 2.7280 -4.9119 -0.045 -0.049 0.034 -0.15
C 0.7626 3.3557 -4.4109 0.059 -0.033 0.004 -0.26
C -0.2230 2.5651 -3.8454 0.018 0.367 -0.034 0.04
N -0.1416 1.2488 -3.7575 -0.345 -0.273 0.020 -0.45
H 0.2445 2.2631 0.1014 0.000 -0.082 -0.130 0.25
H -0.9218 1.4468 -0.9792 -0.077 -0.001 0.071 0.26
H -2.2447 -2.3547 0.9766 -0.045 -0.105 0.065 0.21
H -0.1105 -0.3151 4.0970 0.044 0.027 0.056 0.25
H -0.1632 -0.8513 -1.4866 0.063 0.114 0.037 0.42
H 1.6222 -2.2087 -2.4617 0.081 0.071 -0.018 0.20
H 2.5888 -0.7108 -2.5556 -0.074 -0.143 0.010 0.23
H 0.0013 -1.2573 -4.1001 0.017 -0.004 -0.084 0.22
H 1.6421 -1.3051 -4.7899 -0.011 -0.061 -0.039 0.22
H 2.8516 0.8273 -5.1975 0.079 -0.063 -0.033 0.22
H 2.6903 3.3041 -5.3575 0.051 0.037 -0.033 0.22
H 0.6524 4.4278 -4.4540 -0.031 0.088 0.002 0.22
H -1.1266 3.0024 -3.4388 -0.040 0.132 -0.004 0.19



(2)
81
Properties=species:S:1:pos:R:3:forces:R:3:lowdin_spin:R:1 method="wB97M-V/def2-TZVPD" lumo_energy_ha="-0.226 / -0.242" e_homo_ev="-11.4 / -11.4" e_above_lowest_kcal_mol=102.5 total_charge=+1 gap_ha="0.19216 / 0.17601" multiplicity=2 s2=0.881
Rh 0.8681 -0.2027 -1.0452 -3.723 2.452 0.879 0.32
C 2.0724 2.1693 1.6247 0.219 -0.325 -0.058 0.00
C 0.8424 2.4837 0.8708 0.404 0.369 0.440 0.00
C 0.0698 3.6499 0.9686 0.051 -0.565 -0.287 0.00
C -1.0160 3.4391 0.1517 0.430 -0.193 0.102 0.00
N -0.9018 2.2175 -0.3966 -0.638 0.122 -0.278 0.00
N 0.2348 1.6493 0.0281 0.461 -1.861 -1.079 0.00
B -1.8974 1.5334 -1.3610 -0.271 0.365 -0.249 0.00
N -2.1841 0.0726 -0.9389 -0.157 0.481 0.294 0.00
C -3.3723 -0.5114 -0.7057 0.256 -0.373 -0.033 0.00
C -3.1897 -1.8738 -0.6668 0.476 0.160 -0.172 0.00
C -1.8216 -2.0688 -0.8899 -0.189 -0.430 0.043 0.00
C -1.0649 -3.3392 -1.0142 0.133 0.122 -0.002 0.00
N -1.2525 -0.8817 -1.0494 1.917 0.417 0.292 -0.03
N -1.2437 1.4506 -2.7445 -0.407 0.501 0.007 0.00
C -1.5616 2.0200 -3.9210 0.250 -0.130 -0.106 0.00
C -0.7561 1.4708 -4.8937 0.279 -0.345 0.393 0.00
C 0.0601 0.5475 -4.2221 -0.082 0.155 -0.389 0.00
C 1.0711 -0.3836 -4.7755 0.198 0.008 0.168 0.00
N -0.2532 0.5669 -2.9317 1.203 -0.546 1.007 0.03
N -3.1845 2.3256 -1.3183 0.072 -0.342 1.190 0.00
C -3.9013 2.5335 -0.1772 -0.085 0.065 -0.031 0.00
C -4.9622 3.3390 -0.4903 0.120 -0.083 -0.235 0.00
C -4.8306 3.5920 -1.8764 0.680 -0.616 0.734 0.00
C -5.6984 4.4150 -2.7417 0.020 0.074 -0.389 0.00
N -3.7513 2.9678 -2.3304 -0.491 0.689 -1.402 0.00
H 2.4093 3.0538 2.1583 0.064 0.015 -0.035 0.00
H 2.8567 1.8319 0.9457 0.055 0.110 0.117 0.00
H 1.8546 1.3837 2.3497 0.016 0.162 0.020 0.00
H 0.2843 4.5153 1.5598 0.088 0.124 0.160 0.00
H -1.8432 4.0841 -0.0611 -0.246 -0.009 -0.107 0.00
H -4.2694 0.0582 -0.5834 -0.135 0.227 -0.093 0.00
H -3.9251 -2.6285 -0.4910 -0.186 -0.197 0.021 0.00
H -1.4398 -4.0750 -0.3047 0.106 -0.001 0.020 0.00
H -0.0013 -3.1548 -0.8416 -0.031 -0.163 0.059 0.00
H -1.1877 -3.7429 -2.0207 0.031 -0.045 0.028 0.00
H -2.3417 2.7530 -3.9766 -0.137 -0.006 0.071 0.00
H -0.7611 1.6812 -5.9426 -0.002 0.032 -0.222 0.00
H 1.0252 -0.3841 -5.8606 0.051 -0.064 -0.014 0.00
H 0.8862 -1.3925 -4.4062 0.002 -0.093 -0.105 0.00
H 2.0693 -0.0932 -4.4510 0.091 -0.012 -0.099 0.00
H -3.5922 2.1054 0.7554 0.050 -0.095 0.257 0.00
H -5.7288 3.7013 0.1614 -0.170 0.060 0.216 0.00
H -6.4999 4.8599 -2.1613 -0.082 0.066 -0.018 0.00
H -6.1253 3.8078 -3.5380 -0.117 0.015 -0.028 0.00
H -5.1140 5.2029 -3.2137 -0.065 0.118 -0.017 0.00
C 0.9266 -5.9612 5.7643 0.073 -0.035 0.053 0.00
C 0.6316 -4.7762 4.9030 0.023 0.104 -0.071 0.00
C 0.7224 -4.8664 3.5163 -0.035 0.107 -0.031 0.00
C 0.4984 -3.7626 2.7102 -0.014 -0.157 -0.076 0.00
C 0.1816 -2.5568 3.3049 0.164 0.395 -0.621 0.01
C 0.0860 -2.4398 4.6783 -0.025 0.308 0.204 0.00
C 0.3125 -3.5473 5.4749 -0.040 0.017 -0.185 0.00
S -0.1419 -1.0924 2.3340 -0.521 1.024 0.289 0.01
O 0.2227 0.0694 3.1024 -0.054 -0.447 0.315 0.00
O -1.4661 -1.1422 1.7942 0.197 -0.230 -0.036 0.00
N 0.9015 -1.1739 1.0372 -0.738 -0.423 -2.017 0.09
C 2.2268 -1.0588 1.1735 1.780 0.136 0.649 0.02
C 2.9868 -1.1110 2.3608 0.002 0.062 -0.262 0.02
C 4.3447 -0.8735 2.2749 -0.340 -0.200 -0.147 0.00
C 4.9297 -0.6249 1.0380 -0.325 0.025 -0.568 0.04
C 4.1219 -0.6359 -0.0971 1.293 0.392 0.241 0.01
N 2.8239 -0.8501 -0.0296 -1.201 -0.346 0.344 0.15
H 0.7876 -6.8926 5.2227 -0.018 -0.068 -0.012 0.00
H 0.3017 -5.9714 6.6533 -0.051 -0.021 0.051 0.00
H 1.9647 -5.9154 6.0926 0.073 -0.070 0.062 0.00
H 0.9817 -5.8132 3.0690 0.008 -0.115 -0.098 0.00
H 0.5714 -3.8308 1.6362 0.038 -0.083 -0.135 0.00
H -0.1640 -1.4791 5.1004 0.028 0.082 0.167 0.00
H 0.2515 -3.4548 6.5491 -0.056 0.010 0.088 0.00
H 2.5096 -1.2852 3.3115 -0.038 0.064 0.026 0.00
H 4.9531 -0.8882 3.1672 -0.002 0.037 0.074 0.00
H 5.9832 -0.4104 0.9521 0.045 -0.116 -0.106 0.00
H 4.5439 -0.4735 -1.0789 -0.004 0.032 0.003 0.00
Cl 5.5876 2.0470 -3.4812 0.012 -0.112 -0.022 0.02
C 3.9142 2.5369 -3.3012 -0.839 -0.602 0.359 0.05
Cl 3.7417 4.2700 -3.1107 -0.060 0.047 -0.016 0.02
C 3.3028 1.8242 -1.9745 2.764 2.149 0.223 0.02
O 3.8568 2.0666 -0.9305 -0.204 -0.166 0.258 0.02
O 2.3369 1.1163 -2.2815 -2.723 -2.408 -0.149 0.20
H 3.3352 2.2079 -4.1662 0.279 0.190 0.077 0.00



(3)
6
Properties=species:S:1:pos:R:3:forces:R:3:nbo_charge:R:1 method="wB97M-V/def2-TZVPD" lumo_energy_ha="-0.058 / -0.087" e_homo_ev="-9.6 / -8.7" e_above_lowest_kcal_mol=83.0 total_charge=0 gap_ha="0.29528 / 0.23335" smiles="FPC=S"
F -1.3439 1.3433 -0.4565 0.543 -0.512 1.036 -0.57
P -0.7786 0.1210 0.5006 -1.867 -0.149 -1.530 1.03
C 0.2370 -0.7370 -0.5773 3.485 -2.323 1.498 -0.60
S 1.7035 -1.6605 0.7822 -3.404 1.922 -3.460 -0.09
H 0.1259 0.6311 1.3813 0.800 0.924 0.379 -0.02
H 0.0919 -0.9831 -1.6914 0.443 0.139 2.077 0.25



Number 1: total energy -42960.1746 eV. Number 2: total energy -94277.9105 eV. Number 3: total energy -23907.1391 eV.